# 1
Molecular formula: C4H10N2O
Method: DFT, ωB97M-V/def2-TZVPD

```
17
Properties=species:S:1:pos:R:3:forces:R:3
N -0.651964 -0.555307 2.509014 -0.1 -0.1 -0.2
C 0.418143 -0.346342 1.545706 0.0 -0.6 -0.1
C -0.063277 0.584719 0.456146 -0.1 0.3 0.0
N 0.098796 0.228230 -0.847544 0.0 0.3 0.2
C -0.196337 1.272577 -1.822626 0.1 -0.3 0.0
C 0.270548 -1.150147 -1.250278 0.2 -0.5 -0.6
O -0.560260 1.659314 0.760396 0.1 0.1 0.0
H -1.240086 0.268033 2.532288 0.1 0.1 0.3
H -0.289888 -0.761135 3.428518 -0.1 0.1 0.0
H 0.701208 -1.303432 1.117285 0.1 -0.1 0.0
H 1.333179 0.077978 1.974147 -0.1 0.3 0.0
H -1.234231 1.587253 -1.781209 -0.2 0.0 0.0
H 0.408920 2.149907 -1.617516 0.1 0.1 0.0
H 0.043778 0.895548 -2.809899 0.0 0.0 -0.1
H 1.261921 -1.539009 -1.013315 0.0 0.0 0.3
H 0.204446 -1.266283 -2.335080 -0.1 0.4 0.1
H -0.504902 -1.801904 -0.846041 0.1 0.0 0.2
```
Forces are in eV/Å.

Values from the calculation:
Molecular weight: 102.1 g/mol
SMILES: CN(C)C(=O)CN
ΔE to the lowest compared entry with this formula, charge and spin: 114.5 kJ/mol
LUMO level: 0.88 eV
E_HOMO: -0.3406 hartree

# 2
Molecular formula: C4H10N2O
Method: DFT, ωB97M-V/def2-TZVPD

```
17
Properties=species:S:1:pos:R:3:forces:R:3
C -1.997227 0.183766 -0.037028 1.8 -2.0 -1.6
C -0.783036 0.997499 -0.548563 -0.7 -0.3 -0.8
C -0.436960 0.679716 -2.139454 0.6 -0.6 0.4
N 0.424697 0.647220 0.104441 -0.5 1.7 0.6
C 0.680963 -0.504038 0.870684 2.9 -4.1 -2.5
N 1.836693 -0.457774 1.647595 1.1 -0.9 -0.1
O 0.276490 -1.618276 0.453960 -0.9 3.1 1.4
H -1.745665 -0.972387 -0.388097 -1.2 3.0 1.0
H -2.045541 0.237940 1.076714 -0.4 0.0 -1.0
H -2.832006 0.633543 -0.601273 -0.1 -0.7 0.7
H -1.026295 2.119998 -0.472742 1.0 -1.4 -0.1
H 0.444458 1.189698 -2.597643 -0.8 0.2 0.8
H -1.344808 0.937488 -2.693352 0.2 -0.2 0.1
H -0.140153 -0.400314 -2.194168 -0.9 0.8 0.1
H 1.154992 1.363799 -0.044285 0.0 -0.8 0.5
H 2.022432 -1.424102 2.103473 -0.5 2.2 -1.1
H 2.688500 -0.207241 1.041600 -1.6 -0.2 1.5
```
Forces are in eV/Å.

Values from the calculation:
Charge: +1
Multiplicity: 2
Molecular weight: 102.1 g/mol
ΔE to the lowest compared entry with this formula, charge and spin: 181.7 kJ/mol
LUMO level (alpha / beta): -4.41 / -8.48 eV
E_HOMO (alpha / beta): -0.5585 / -0.5555 hartree
Expectation value of S²: 0.767

# 3
Molecular formula: C4H10N2O
Method: DFT, ωB97M-V/def2-TZVPD

```
17
Properties=species:S:1:pos:R:3:forces:R:3
C -0.397076 1.260073 1.290620 1.2 1.0 0.0
C -0.825103 0.071796 0.461731 -0.8 0.7 0.8
C -0.534658 -1.278579 1.276138 1.1 0.5 -0.4
N -0.344391 -0.025367 -0.876061 -1.5 -0.3 2.6
C 0.931641 0.345205 -1.236608 3.5 -0.6 -3.7
N 1.321506 -0.418070 -2.366400 -1.3 0.5 0.6
O 1.701831 1.114371 -0.739853 -1.1 0.0 1.3
H -0.922485 1.306456 2.244232 -0.6 -0.1 -0.4
H 0.638412 1.271349 1.615579 0.4 -0.5 -0.2
H -0.454481 2.202316 0.732320 -0.5 -0.2 0.2
H -1.922313 0.121341 0.409101 0.1 -0.3 -0.3
H -0.464186 -0.951911 2.310846 -0.9 -0.2 0.1
H 0.497206 -1.590669 1.106408 -0.1 -0.2 -0.5
H -1.266840 -2.024190 1.000326 0.0 -0.2 0.4
H -0.898596 -0.668612 -1.432137 0.3 0.0 -0.6
H 0.660498 -0.441609 -3.138051 0.2 -0.3 0.1
H 2.279038 -0.293894 -2.658186 0.1 0.2 0.1
```
Forces are in eV/Å.

Values from the calculation:
Charge: +1
Multiplicity: 2
Molecular weight: 102.1 g/mol
ΔE to the lowest compared entry with this formula, charge and spin: 82.2 kJ/mol
LUMO level (alpha / beta): -3.47 / -8.91 eV
E_HOMO (alpha / beta): -0.5683 / -0.5532 hartree
Expectation value of S²: 0.757

# 4
Molecular formula: C4H10N2O
Method: DFT, ωB97M-V/def2-TZVPD

```
17
Properties=species:S:1:pos:R:3:forces:R:3
N -2.090331 -0.729590 0.257052 0.5 -0.5 -0.4
C -1.645322 0.273348 1.188186 0.1 0.0 -0.4
C -0.290989 0.828304 0.698272 0.2 0.8 1.6
N 0.389953 -0.089372 -0.099181 -0.3 1.0 -2.0
C 1.495132 0.329631 -0.913018 0.2 -0.6 0.3
C 2.489119 -0.834537 -1.080137 1.0 -0.8 0.0
O 3.665041 -0.664287 -1.166102 -0.3 0.5 0.0
H -3.001719 -0.648441 -0.159698 -0.2 0.2 0.3
H -1.877997 -1.692639 0.463824 -0.1 -0.1 0.3
H -1.544818 -0.003957 2.239920 -0.3 -0.4 -0.2
H -2.337624 1.086054 1.105531 -0.4 0.5 0.4
H 0.382829 1.193916 1.488956 -0.1 -0.2 0.1
H -0.492388 1.759505 0.145535 0.1 -0.1 -0.5
H -0.326959 -0.635982 -0.620749 0.0 -0.7 0.6
H 1.080011 0.492435 -1.917721 0.1 0.2 0.0
H 2.005063 1.209911 -0.527813 -0.1 0.0 0.0
H 2.100998 -1.874299 -1.102857 -0.4 0.3 -0.1
```
Forces are in eV/Å.

Values from the calculation:
Charge: +1
Multiplicity: 2
Molecular weight: 102.1 g/mol
ΔE to the lowest compared entry with this formula, charge and spin: 145.7 kJ/mol
LUMO level (alpha / beta): -3.24 / -7.93 eV
E_HOMO (alpha / beta): -0.5336 / -0.5220 hartree
Expectation value of S²: 0.754

# 5
Molecular formula: C4H10N2O
Method: DFT, ωB97M-V/def2-TZVPD

```
17
Properties=species:S:1:pos:R:3:forces:R:3
O 2.184516 -1.018698 -1.732165 -0.6 0.2 -0.6
C 1.351595 -0.842369 -0.885389 0.9 -1.2 1.0
N -0.020742 -1.020204 -1.223836 1.7 0.7 -0.2
C -1.111803 -0.396359 -0.522689 -0.7 -1.6 0.2
C -0.863144 -0.224472 0.950473 1.1 -0.8 1.5
C -0.104493 1.094332 1.279009 -0.7 -0.2 0.8
N -1.006390 2.157970 1.720590 0.1 0.0 -1.0
H 1.651695 -0.745039 0.164156 -0.6 0.6 0.0
H -0.042902 -1.427305 -2.168100 -0.8 0.2 0.0
H -1.364446 0.552245 -1.024062 -0.2 -0.2 -0.1
H -1.914478 -1.149310 -0.637476 -0.2 0.6 -0.5
H -0.439321 -1.123209 1.453135 0.9 0.2 -1.0
H -1.776901 -0.427020 1.514776 -0.7 1.3 -0.4
H 0.516718 1.357168 0.420104 -0.4 0.5 -0.3
H 0.652499 1.016973 2.063791 -0.2 -0.5 0.1
H -1.857276 2.185589 1.156747 0.3 0.2 0.0
H -1.328829 1.943346 2.646041 0.0 0.0 0.5
```
Forces are in eV/Å.

Values from the calculation:
Charge: +1
Multiplicity: 2
Molecular weight: 102.1 g/mol
ΔE to the lowest compared entry with this formula, charge and spin: 222.0 kJ/mol
LUMO level (alpha / beta): -4.42 / -9.26 eV
E_HOMO (alpha / beta): -0.4876 / -0.4871 hartree
Expectation value of S²: 0.776

# 6
Molecular formula: C4H10N2O
Method: DFT, ωB97M-V/def2-TZVPD

```
17
Properties=species:S:1:pos:R:3:forces:R:3
C 0.987838 -0.699211 0.096382 -1.7 0.6 -1.1
N -0.105929 -0.543235 1.060326 1.0 0.4 1.7
C -0.910885 0.668795 1.202264 -2.2 2.2 -2.5
N -0.361094 1.718750 0.412243 0.6 -3.8 0.7
O -2.005565 0.805736 1.740672 3.2 -1.8 0.1
C 0.389416 -0.953290 -1.330223 1.2 0.3 -1.8
C 1.571871 -0.893769 -2.486243 -1.7 -2.4 -1.5
H 1.632359 -1.484943 0.295112 0.6 -2.0 1.1
H 1.671584 0.117679 -0.052001 -0.4 1.2 0.6
H -0.147138 -1.154832 1.919617 -0.2 0.3 -1.3
H -0.373387 1.600199 -0.594352 0.2 0.3 0.2
H -0.602350 2.550602 0.826492 -0.9 2.6 0.4
H -0.117684 -1.918647 -1.385867 0.3 0.0 0.2
H -0.396000 -0.226927 -1.557541 0.2 0.1 -0.1
H 2.536120 -1.439942 -2.186574 -1.6 0.7 -0.3
H 1.029386 -1.530592 -3.438587 1.8 1.7 2.7
H 1.851360 0.077763 -2.952736 -0.5 -0.4 0.9
```
Forces are in eV/Å.

Values from the calculation:
Charge: +1
Multiplicity: 2
Molecular weight: 102.1 g/mol
ΔE to the lowest compared entry with this formula, charge and spin: 218.6 kJ/mol
LUMO level (alpha / beta): -3.65 / -9.04 eV
E_HOMO (alpha / beta): -0.5682 / -0.5554 hartree
Expectation value of S²: 0.760

# 7
Molecular formula: C4H10N2O2
Method: DFT, ωB97M-V/def2-TZVPD

```
18
Properties=species:S:1:pos:R:3:forces:R:3
C 0.525151 -0.103444 0.429593 -1.2 0.1 1.0
N 1.265691 0.908798 -0.303148 0.6 0.8 0.8
C 1.774942 0.505020 -1.563909 1.0 -1.4 -0.1
O 2.713498 -0.630657 -1.514033 -0.8 -1.2 -0.1
C -0.990598 -0.167429 -0.006655 0.8 -0.6 -2.4
N -1.809500 0.346605 1.037420 -0.8 0.9 1.2
C -2.715079 -0.423044 1.786890 2.7 -1.2 -3.2
O -2.918688 -1.599389 1.529178 -0.2 1.0 0.4
H 0.877026 -1.137119 0.249997 0.6 0.6 0.4
H 0.493080 0.120478 1.574236 0.5 -0.5 -2.1
H 1.905876 1.536862 0.242867 -0.9 -1.4 -0.8
H 0.981848 0.273361 -2.311392 0.5 0.3 0.5
H 2.527269 1.188075 -1.893774 -0.5 1.3 -0.5
H 2.337035 -1.495475 -1.801216 0.1 1.2 0.4
H -1.168462 -1.244834 -0.354611 -0.5 1.6 1.1
H -1.195906 0.478270 -0.941049 0.7 -0.9 1.2
H -1.489688 1.336175 1.265296 -1.3 -2.0 0.1
H -3.113494 0.107742 2.574310 -1.3 1.2 2.0
```
Forces are in eV/Å.

Values from the calculation:
Molecular weight: 118.1 g/mol
SMILES: O=CNCCNCO
ΔE to the lowest compared entry with this formula, charge and spin: 273.7 kJ/mol
LUMO level: 0.78 eV
E_HOMO: -0.3336 hartree

# 8
Molecular formula: C4H10N2O2
Method: DFT, ωB97M-V/def2-TZVPD

```
18
Properties=species:S:1:pos:R:3:forces:R:3
C -0.905254 0.555329 2.767166 0.1 0.5 2.2
C 0.278384 0.710705 1.883241 0.5 0.0 -1.1
O 0.234712 0.526202 0.679691 -0.5 -0.2 -0.4
N 1.484196 1.128339 2.395683 -0.9 -0.3 -0.4
H -1.656228 1.333598 2.645247 0.2 0.2 -0.5
H -0.524884 0.707541 3.789235 -0.4 -0.2 0.0
H 2.072153 1.438105 1.640191 0.5 0.0 0.3
H 1.652642 1.409025 3.337614 -0.1 0.2 0.2
H -1.471047 -0.370051 2.780059 0.5 -0.4 -0.6
C 0.730357 -0.239216 -2.833175 -0.3 -0.2 -0.2
C -0.249194 -1.366776 -2.633038 -0.5 -0.2 0.4
O -0.095148 -2.456175 -3.140018 -0.1 -0.2 -0.3
N -1.337336 -1.095607 -1.817629 1.1 0.4 -0.8
H -1.964852 -1.867350 -1.709190 -0.1 -0.2 0.5
H -1.176192 -0.414971 -1.088750 -0.4 -0.1 0.1
H 1.572538 -0.454799 -2.183047 0.1 0.4 0.3
H 0.245535 0.718886 -2.662071 0.3 0.1 0.3
H 1.109617 -0.262783 -3.851211 -0.1 -0.1 -0.1
```
Forces are in eV/Å.

Values from the calculation:
Molecular weight: 118.1 g/mol
SMILES: CC(N)=O.CC(N)=O
ΔE to the lowest compared entry with this formula, charge and spin: 57.1 kJ/mol
LUMO level: 0.60 eV
E_HOMO: -0.3395 hartree

# 9
Molecular formula: C4H10N2O2
Method: DFT, ωB97M-V/def2-TZVPD

```
18
Properties=species:S:1:pos:R:3:forces:R:3
C -0.496650 -1.242801 1.476920 3.3 0.7 0.2
C 1.739403 -1.120278 0.441323 -2.9 -5.5 1.2
C 0.273049 0.490117 -0.311164 -3.0 1.1 2.9
C -1.056654 0.720756 -1.021047 -3.2 -1.5 1.1
N 0.306186 -0.816928 0.289735 2.6 -1.2 -0.2
N -1.129623 2.122753 -1.484283 1.0 -0.8 0.4
O -0.742035 2.311270 -2.601328 0.1 0.8 -1.5
O -1.397543 2.966153 -0.657743 -0.4 0.1 0.0
H -1.258092 -0.548311 1.409739 -2.7 0.4 0.2
H -0.653591 -2.334614 1.360295 -0.5 0.9 0.4
H -0.009378 -0.987210 2.528459 -0.5 -0.7 -2.0
H 2.243136 -0.838584 -0.381836 1.8 1.0 -2.8
H 2.234124 -0.840384 1.319081 0.5 1.1 1.6
H 1.806985 -2.309403 0.485825 0.1 2.2 -0.2
H 0.408785 1.224482 0.502976 0.0 0.4 -0.4
H 0.981947 0.703242 -1.062733 1.3 -0.5 -0.7
H -1.142657 -0.081216 -1.766068 0.4 1.0 -0.7
H -2.107392 0.580956 -0.528149 2.3 0.3 0.3
```
Forces are in eV/Å.

Values from the calculation:
Molecular weight: 118.1 g/mol
SMILES: CN(C)CC[N+](=O)[O-]
ΔE to the lowest compared entry with this formula, charge and spin: 614.3 kJ/mol
LUMO level: 0.44 eV
E_HOMO: -0.3258 hartree

# 10
Molecular formula: C4H10N2O2
Method: DFT, ωB97M-V/def2-TZVPD

```
18
Properties=species:S:1:pos:R:3:forces:R:3
C -0.020249 -0.378411 -1.259390 -0.4 -0.7 -0.3
C -0.944738 -0.386484 -2.441660 -0.1 0.0 0.2
C 1.898146 0.164816 1.604934 -0.3 -0.3 -0.5
N -0.313524 -0.643865 -0.053064 0.3 0.0 -0.2
C 0.567403 0.856991 1.586884 0.4 1.5 0.3
N -1.584093 -0.865665 0.354178 -0.6 0.0 -0.4
O 0.555889 1.890562 0.669994 0.3 -0.2 0.3
O -0.294477 0.740260 2.415411 -0.2 -0.2 0.0
H -0.170238 2.507639 0.855769 0.0 -0.5 0.2
H 1.029684 -0.212903 -1.447239 0.2 0.2 0.1
H -2.194212 -1.413676 -0.245377 0.2 0.1 0.1
H -1.637930 -1.075154 1.341536 0.1 0.0 -0.2
H -1.093971 -1.412234 -2.807081 0.0 0.2 0.0
H -1.918748 0.024468 -2.163873 0.0 0.0 -0.1
H -0.525894 0.211268 -3.254011 -0.1 -0.1 0.1
H 2.510452 0.584445 2.394394 0.0 0.2 0.2
H 1.736715 -0.890209 1.797677 0.0 0.0 0.1
H 2.399786 0.298153 0.650922 0.1 0.0 0.0
```
Forces are in eV/Å.

Values from the calculation:
Molecular weight: 118.1 g/mol
SMILES: C/C=N\N.CC(=O)O
ΔE to the lowest compared entry with this formula, charge and spin: 236.8 kJ/mol
LUMO level: 0.89 eV
E_HOMO: -0.3191 hartree

# 11
Molecular formula: C4H10N2O2
Method: DFT, ωB97M-V/def2-TZVPD

```
18
Properties=species:S:1:pos:R:3:forces:R:3
O -0.831017 1.940738 -0.098127 0.2 -0.3 -0.3
C -0.946228 0.722376 -0.171176 -1.1 1.7 0.4
N -1.893759 0.162202 -0.958076 1.0 -1.6 0.2
C -1.972295 -1.283995 -1.167055 0.1 0.4 -1.3
C -0.188749 -0.088763 0.837730 2.1 -0.9 1.9
N 1.111694 0.488790 1.259696 -0.2 -1.1 -0.7
C 2.052696 0.436578 0.157742 1.0 1.4 0.1
O 3.400990 0.455221 0.641345 -0.2 0.4 -0.4
H -2.585887 0.751926 -1.380265 0.1 0.3 -0.1
H -1.022773 -1.789826 -1.000060 -0.2 0.2 0.9
H -2.823148 -1.675056 -0.615866 0.2 -0.5 -0.1
H -2.024942 -1.513238 -2.245384 -0.8 0.3 0.3
H 0.131871 -1.115383 0.639091 -0.6 0.1 -0.7
H -0.733620 -0.211261 1.786878 -0.6 0.3 -0.6
H 1.055257 1.437490 1.603875 -0.4 0.1 -0.3
H 2.043236 -0.473776 -0.454108 -1.0 0.2 0.1
H 1.897322 1.375828 -0.422842 0.3 -0.9 -0.3
H 3.329353 0.380148 1.586602 0.0 -0.2 0.7
```
Forces are in eV/Å.

Values from the calculation:
Molecular weight: 118.1 g/mol
SMILES: CNC(=O)CNCO
ΔE to the lowest compared entry with this formula, charge and spin: 217.3 kJ/mol
LUMO level: 0.73 eV
E_HOMO: -0.3419 hartree

# 12
Molecular formula: C4H10N2O2
Method: DFT, ωB97M-V/def2-TZVPD

```
18
Properties=species:S:1:pos:R:3:forces:R:3
C 1.333432 -0.311128 0.484158 0.5 3.5 1.0
C 0.496073 0.033374 -0.675510 3.3 7.1 -0.1
C -0.933487 0.602832 -0.493036 2.6 -0.3 9.8
C -1.714426 -0.494796 0.246330 -1.3 0.3 -1.5
H 3.239862 -0.791739 0.953860 1.8 -0.8 2.5
H 2.438678 -1.534327 -0.362176 1.9 0.1 0.6
H 1.380690 0.369002 1.330098 -0.3 1.5 -0.6
H 0.741284 -0.930983 0.955825 -2.7 -4.7 2.7
H 0.299008 -0.618975 -1.384133 -0.2 -4.4 -3.0
H 1.246991 0.835107 -1.414267 -2.4 -1.7 2.1
H -1.065492 0.672576 -1.418126 -3.1 1.2 -7.6
H -1.661281 2.193108 0.769190 -6.1 2.0 2.4
H -0.421701 2.743264 -0.237296 -2.0 -4.0 2.5
H -2.815120 -1.893928 -0.112070 -0.9 -1.2 0.6
N 2.642383 -0.708300 0.222414 -1.6 -1.2 -5.0
N -0.945391 1.794064 0.388191 8.7 1.1 -6.1
O -2.333759 -1.304810 -0.667877 1.2 1.0 -0.4
O -1.927743 -0.654348 1.414429 0.6 0.4 0.1
```
Forces are in eV/Å.

Values from the calculation:
Molecular weight: 118.1 g/mol
SMILES: NCC[C@H](N)C(=O)O
ΔE to the lowest compared entry with this formula, charge and spin: 528.8 kJ/mol
LUMO level: 0.77 eV
E_HOMO: -0.3327 hartree

# 13
Molecular formula: C4H10N2O2
Method: DFT, ωB97M-V/def2-TZVPD

```
18
Properties=species:S:1:pos:R:3:forces:R:3
O 0.699234 2.152940 -0.458314 -0.2 0.3 0.0
C 0.198253 1.687652 -1.456474 0.2 -1.3 0.0
N -0.178625 0.364864 -1.569836 -0.4 0.9 0.2
C -0.295338 -0.530210 -0.384987 0.9 1.9 -0.8
C 1.163852 -0.858190 -0.062910 -0.2 -2.1 1.6
O 1.162022 -1.469499 1.263607 -0.7 0.0 -0.9
C -1.121968 0.103477 0.744430 -0.4 -0.1 0.0
N -1.728379 -0.903404 1.598976 -0.5 0.4 -0.1
H 0.067236 2.257636 -2.388788 -0.1 0.0 0.0
H -0.563709 0.057788 -2.448097 -0.1 0.1 0.1
H -0.900286 -1.350956 -0.768003 0.5 -0.5 0.2
H 1.523159 -1.587894 -0.798561 0.0 0.0 0.0
H 1.903209 -0.070359 -0.010494 -0.6 0.8 -0.4
H 2.045806 -1.450961 1.598051 0.8 0.0 0.3
H -0.567405 0.816719 1.350180 0.2 -0.1 -0.2
H -1.926036 0.661743 0.241213 0.2 0.1 0.1
H -1.784388 -1.789909 1.134017 0.1 -0.4 0.2
H -1.351757 -0.978472 2.528142 0.3 -0.2 -0.2
```
Forces are in eV/Å.

Values from the calculation:
Molecular weight: 118.1 g/mol
SMILES: NC[C@H](CO)NC=O
ΔE to the lowest compared entry with this formula, charge and spin: 198.2 kJ/mol
LUMO level: 0.75 eV
E_HOMO: -0.3210 hartree